Entry 1:
C20H28NNiO3 as an isolated structure in a non-equilibrium geometry, computed with wB97M-V/def2-TZVPD.

Calculated values
Expectation value of S²: 2.085
LUMO (alpha / beta) in eV: 2.6 / 2.6
Multiplicity: 3
Gap between HOMO and LUMO (alpha / beta) in eV: 6.325 / 6.483
Net charge: -1
DFT total energy in eV: -69866.5826

Last column: Mulliken spin population.
Atoms and positions in Å:
O  -1.7538  -0.0333  -1.0468  0.00
C  -2.2673  -0.6075  -2.3187  0.00
C  -3.7089  -0.7683  -1.8727  0.00
H  -1.7822  -1.5645  -2.4945  0.00
H  -2.1670  0.0827  -3.1688  0.00
C  -3.1611  -0.0106  -0.6364  0.00
H  -3.9996  -1.8158  -1.6981  0.00
H  -4.4460  -0.1999  -2.4576  0.00
C  -3.3926  -0.7277  0.6756  0.00
H  -2.7560  -1.6203  0.7348  0.00
H  -4.4464  -1.0377  0.7483  0.00
H  -3.1672  -0.0318  1.4958  0.00
C  -3.6779  1.4245  -0.6638  0.00
H  -3.4339  1.8729  -1.6368  0.00
H  -3.2016  1.9888  0.1436  0.00
H  -4.7675  1.4473  -0.5323  0.00
Ni  1.2787  0.8640  0.9737  1.19
C  3.0617  3.7509  1.0797  -0.09
C  3.3122  2.7307  0.1533  0.30
C  2.0435  2.1400  -0.2187  -0.07
H  4.2801  2.4780  -0.2574  0.01
C  0.9904  2.8234  0.5902  -0.04
C  1.6700  3.8263  1.3671  0.30
H  1.2118  4.5159  2.0725  0.01
H  3.8031  4.4257  1.5059  0.00
H  1.8452  1.5641  -1.1200  0.01
H  -0.0846  2.7775  0.4044  0.00
C  1.7460  0.9354  4.0882  -0.10
C  0.6824  1.5954  3.4745  0.23
C  0.0877  0.6973  2.4867  0.00
H  0.3237  2.6111  3.7032  0.01
C  0.8775  -0.5421  2.5476  -0.09
C  1.8644  -0.3612  3.5597  0.27
H  2.5543  -1.1034  3.9511  0.01
H  2.3674  1.3568  4.8803  -0.01
H  -0.9248  0.7473  2.0687  -0.02
H  0.5768  -1.5171  2.1448  -0.01
O  -0.6259  -3.2036  -1.2289  0.00
C  0.3451  -2.2204  -0.7726  0.00
C  0.9879  -1.5761  -2.0043  0.00
H  1.1087  -2.7399  -0.1844  0.00
H  -0.1292  -1.5064  -0.0755  -0.01
C  1.0424  -2.7779  -2.9551  0.00
H  1.9484  -1.1050  -1.7822  0.00
H  0.2984  -0.8166  -2.3981  0.00
C  -0.2187  -3.5515  -2.5985  0.00
H  1.9101  -3.3987  -2.6831  0.00
H  1.1040  -2.4961  -4.0038  0.00
H  -0.0487  -4.6412  -2.6171  0.00
H  -1.0474  -3.3023  -3.3022  0.00
O  5.1166  -0.7939  0.6486  0.00
C  3.9618  -0.4515  0.6304  -0.01
N  2.8080  -0.1336  0.5994  0.07

Cartesian forces (eV/Å) of the 6 atoms listed first:
-2.0 -0.6 -1.4
1.0 -0.2 -0.5
0.7 0.2 0.4
0.1 0.3 -0.2
0.4 -0.1 0.3
-1.1 0.2 0.4

***

Entry 2:
An isolated molecule of C20H16N2O4 in a non-equilibrium geometry, computed with wB97M-V/def2-TZVPD.

Calculated values
LUMO in eV: 0.0
Multiplicity: 1
Gap between HOMO and LUMO in eV: 8.319
DFT total energy in eV: -32169.6204
SMILES string: O=C(O)COc1ccc(/C=N/NC(=O)c2cccc3ccccc23)cc1

Last column: natural (NBO) charge in e.
Atoms and positions in Å:
O  -2.7815  -0.1935  -7.4274  -0.56
C  -1.6109  -0.0940  -7.2099  0.76
O  -0.7647  -1.1205  -7.2593  -0.66
H  0.1378  -0.8260  -7.0396  0.50
C  -0.9293  1.2437  -6.8775  -0.20
O  0.3192  1.0627  -6.2475  -0.51
C  0.3367  0.7892  -4.8983  0.29
C  1.5892  0.8520  -4.2904  -0.25
C  1.7190  0.5844  -2.9459  -0.20
C  0.6019  0.2500  -2.1774  -0.04
C  -0.6454  0.1814  -2.7998  -0.16
C  -0.7825  0.4436  -4.1479  -0.30
H  -1.7576  0.3638  -4.6035  0.23
H  -1.5024  -0.0870  -2.2036  0.24
C  0.7421  -0.0236  -0.7647  0.02
N  -0.2672  -0.3052  -0.0456  -0.20
N  -0.1086  -0.5496  1.2584  -0.45
C  -1.1745  -0.8826  2.0673  0.65
O  -2.3039  -0.9984  1.6629  -0.55
C  -0.7529  -1.1439  3.4778  -0.12
C  -1.0950  -2.3561  4.0267  -0.16
C  -0.6891  -2.6983  5.3229  -0.21
C  0.0506  -1.8196  6.0634  -0.19
C  0.3858  -0.5480  5.5529  0.02
C  1.1148  0.3846  6.3209  -0.19
C  1.4003  1.6271  5.8301  -0.22
C  0.9533  1.9976  4.5530  -0.21
C  0.2539  1.1144  3.7781  -0.20
C  -0.0312  -0.1889  4.2422  -0.08
H  -0.1116  1.4226  2.8094  0.22
H  1.1597  2.9925  4.1869  0.22
H  1.9566  2.3363  6.4248  0.22
H  1.4341  0.0980  7.3126  0.21
H  0.3802  -2.0793  7.0592  0.21
H  -0.9606  -3.6627  5.7250  0.22
H  -1.6715  -3.0543  3.4386  0.23
H  0.8306  -0.5170  1.6657  0.37
H  1.7562  0.0251  -0.3427  0.15
H  2.6936  0.6383  -2.4831  0.21
H  2.4435  1.1162  -4.8938  0.23
H  -0.7127  1.7483  -7.8256  0.23
H  -1.6059  1.8766  -6.2954  0.22

Cartesian forces (eV/Å) of the 6 atoms listed first:
0.0 -0.1 -0.1
0.2 0.7 0.2
0.2 -0.5 -0.1
-0.3 0.1 0.0
-0.3 0.0 -0.2
0.2 0.0 0.1

***

Entry 3:
C2O6P as an isolated structure in a non-equilibrium geometry, computed with wB97M-V/def2-TZVPD.

Calculated values
Expectation value of S²: 2.009
LUMO (alpha / beta) in eV: 3.9 / 0.2
Multiplicity: 3
Gap between HOMO and LUMO (alpha / beta) in eV: 6.391 / 6.727
Net charge: -1
DFT total energy in eV: -23649.0000

Last column: Mulliken spin population.
Atoms and positions in Å:
C  -0.8943  -0.7809  -0.1580  0.27
C  -0.9103  0.7556  0.0119  0.41
O  0.2549  -1.0455  -0.7603  0.12
O  -1.8200  -1.5255  0.0179  0.31
O  -1.9596  1.3529  0.1243  0.75
O  2.6328  0.2159  -0.6276  0.00
O  1.0709  -0.2950  1.5054  0.01
O  0.2545  1.3114  -0.2400  0.12
P  1.3711  0.0111  0.1265  0.00

Cartesian forces (eV/Å) of the 6 atoms listed first:
-1.1 1.7 -1.0
0.6 -2.6 -0.7
2.5 0.2 0.8
-0.8 -0.7 0.5
-2.7 1.7 0.7
-1.1 -0.3 0.9

***

Entry 4:
C5H10O as an isolated structure, computed with wB97M-V/def2-TZVPD.

Calculated values
LUMO in eV: 0.8
Multiplicity: 1
Gap between HOMO and LUMO in eV: 8.899
DFT total energy in eV: -7390.0808

Last column: natural (NBO) charge in e.
Atoms and positions in Å:
C  0.4403  1.4047  -0.3822  -0.64
C  -0.0283  -0.0408  -0.2566  0.25
C  0.7193  -0.9518  -1.2136  -0.62
C  -0.0105  -0.5439  1.2094  -0.50
C  -1.9416  -0.0887  0.7899  -0.05
O  -1.4293  -0.1583  -0.5089  -0.56
H  0.3327  1.7441  -1.4164  0.22
H  1.4943  1.4925  -0.0973  0.21
H  -0.1442  2.0709  0.2600  0.22
H  0.6121  -0.5989  -2.2441  0.22
H  0.3195  -1.9681  -1.1576  0.22
H  1.7855  -0.9739  -0.9628  0.21
H  0.4725  0.1030  1.9417  0.22
H  0.3388  -1.5770  1.3160  0.23
H  -1.7599  0.9269  1.1958  0.11
H  -1.2012  -0.8408  1.5267  0.25

Cartesian forces (eV/Å) of the 6 atoms listed first:
0.0 0.1 0.0
0.2 0.0 0.0
0.0 0.0 0.0
0.3 0.0 0.0
0.0 0.2 0.1
-0.2 0.0 -0.2

***

Entry 5:
An isolated molecule of C2H4OS2 in a non-equilibrium geometry, computed with wB97M-V/def2-TZVPD.

Calculated values
LUMO in eV: 0.5
Multiplicity: 1
Gap between HOMO and LUMO in eV: 9.463
DFT total energy in eV: -25855.7737
SMILES string: CSSC=O

Last column: natural (NBO) charge in e.
Atoms and positions in Å:
C  -0.7160  0.2236  -1.9365  0.40
C  0.3322  0.0047  1.5875  -0.73
O  -1.0211  1.1128  -2.6356  -0.48
S  1.2457  -0.0877  -1.2495  -0.11
S  0.7894  -1.2610  0.3218  0.07
H  -1.2898  -0.5239  -1.2207  0.15
H  -0.2314  0.7628  0.9982  0.23
H  1.3002  0.3322  1.9463  0.24
H  -0.4090  -0.5636  2.1886  0.23

Cartesian forces (eV/Å) of the 6 atoms listed first:
1.7 -0.5 2.3
-1.0 -0.8 -1.8
-0.1 -0.8 0.1
-1.7 0.3 -1.1
-0.4 0.1 -0.2
0.4 1.0 -1.4

***

What is the formula in the fourth record?
C5H10O